# 1
ORCA calculation (ωB97M-V with the def2-TZVPD basis set) on a structure of composition C12H40F3LiN14O14S at a distorted geometry.

Its HOMO energy is -8.73 eV. The HOMO-LUMO gap comes out at 0.2608 Ha. As for the LUMO energy: -0.060 Eh.

```
85
Properties=species:S:1:pos:R:3:lowdin_charge:R:1
Li -1.45 -0.74 4.04 0.786
C -1.03 0.34 -0.13 -0.643
F -2.25 -0.04 -0.48 0.168
F -0.32 0.43 -1.26 0.113
F -1.06 1.58 0.39 0.098
S -0.26 -0.85 1.07 0.520
O -1.15 -0.78 2.22 -0.407
O -0.26 -2.10 0.35 -0.305
O 1.05 -0.31 1.32 -0.290
C 0.80 4.89 -0.13 -0.220
C -0.05 4.70 1.13 -0.229
O 0.35 3.60 1.90 -0.079
O 0.36 3.98 -1.14 -0.070
H 1.86 4.80 0.11 0.124
H 0.65 5.88 -0.55 0.121
H -1.07 4.66 0.72 0.117
H -0.03 5.62 1.72 0.125
H 0.05 2.79 1.47 0.062
H 0.81 3.13 -1.10 0.072
C 3.73 -0.25 -1.62 -0.255
C 2.51 -0.65 -2.41 -0.253
O 2.74 -0.53 -3.82 -0.059
O 4.74 -1.22 -1.88 -0.050
H 3.37 -0.17 -0.58 0.100
H 4.03 0.77 -1.89 0.125
H 1.61 -0.08 -2.20 0.090
H 2.29 -1.70 -2.18 0.102
H 3.65 -0.79 -4.00 0.082
H 5.42 -1.05 -1.22 0.094
C -4.50 3.56 -0.85 -0.657
O -4.85 4.36 0.02 0.001
N -3.37 2.79 -0.72 0.156
N -5.22 3.34 -2.00 0.155
H -3.12 2.00 -1.29 0.045
H -2.77 3.11 0.01 0.067
H -6.08 3.84 -2.08 0.096
H -5.09 2.50 -2.55 0.064
C -3.38 -4.62 1.09 -0.629
O -3.18 -4.91 -0.08 0.036
N -4.15 -5.43 1.90 0.146
N -2.95 -3.47 1.69 0.172
H -4.40 -5.16 2.83 0.084
H -4.25 -6.40 1.66 0.102
H -2.36 -2.79 1.24 0.058
H -3.14 -3.31 2.66 0.082
C 3.68 2.28 3.27 -0.696
O 4.70 2.17 3.93 0.011
N 2.75 3.27 3.49 0.147
N 3.31 1.43 2.26 0.163
H 3.03 4.01 4.10 0.103
H 1.85 3.38 3.02 0.052
H 2.35 1.42 1.96 0.051
H 3.91 0.67 2.01 0.096
C -2.63 1.26 -4.10 -0.651
O -3.57 1.14 -3.32 0.005
N -1.48 1.90 -3.76 0.176
N -2.72 0.80 -5.39 0.168
H -0.67 1.87 -4.35 0.100
H -1.37 2.26 -2.83 0.074
H -2.05 1.10 -6.07 0.094
H -3.62 0.42 -5.62 0.108
C 2.79 -4.36 -0.67 -0.666
O 3.59 -5.06 -1.29 0.016
N 1.47 -4.73 -0.55 0.163
N 3.11 -3.13 -0.17 0.159
H 0.74 -4.18 -0.15 0.060
H 1.24 -5.56 -1.08 0.102
H 4.11 -3.01 -0.22 0.092
H 2.53 -2.43 0.24 0.071
C -1.55 -2.50 -2.87 -0.645
O -2.21 -2.78 -3.86 0.006
N -0.43 -1.69 -2.94 0.156
N -1.78 -3.05 -1.64 0.159
H -0.19 -1.47 -3.89 0.101
H 0.29 -1.75 -2.24 0.042
H -1.23 -2.80 -0.83 0.005
H -2.45 -3.77 -1.38 0.067
C 1.41 -0.56 4.91 -0.614
O 0.49 -1.22 4.39 -0.084
N 2.58 -1.17 5.29 0.186
N 1.31 0.77 5.23 0.181
H 3.14 -0.63 5.92 0.109
H 2.64 -2.17 5.25 0.117
H 2.18 1.23 5.44 0.095
H 0.47 1.30 5.20 0.104
```

=====

# 2
ORCA calculation (ωB97M-V with the def2-TZVPD basis set) on a structure of composition C12H40GaN14O6.

Its HOMO energy is -5.48 eV. The total charge is -1. The HOMO-LUMO gap comes out at 0.2809 Ha. As for the LUMO energy: 0.079 Eh.

```
73
Properties=species:S:1:pos:R:3:lowdin_charge:R:1
C -1.74 0.21 2.45 -0.044
C -1.75 -0.89 1.41 -0.550
N -2.49 -0.70 0.37 0.081
C -0.85 -2.02 1.63 -0.252
Ga 1.06 -1.47 0.95 0.367
C 0.95 0.16 -0.26 -0.327
C 2.09 1.19 -0.13 -0.302
C 2.52 1.60 1.29 -0.327
N 3.75 0.98 1.79 -0.024
H -0.81 0.79 2.33 0.068
H -1.76 -0.19 3.46 0.075
H -2.58 0.88 2.29 0.074
H -2.35 -1.49 -0.27 0.039
H -1.16 -2.89 1.05 0.023
H -0.75 -2.28 2.68 0.044
H 1.69 -2.76 0.21 -0.103
H 1.93 -1.15 2.28 -0.061
H 0.95 -0.18 -1.30 0.029
H -0.01 0.68 -0.11 0.021
H 1.76 2.12 -0.64 0.084
H 2.97 0.84 -0.68 0.093
H 1.72 1.39 2.00 0.081
H 2.69 2.68 1.30 0.095
H 4.54 1.32 1.24 0.038
H 3.70 -0.03 1.74 -0.010
C 6.20 -2.00 1.45 -0.665
O 5.09 -2.10 1.95 0.003
N 6.90 -3.09 1.00 0.155
N 6.82 -0.79 1.29 0.164
H 7.80 -3.03 0.58 0.089
H 6.45 -3.98 1.08 0.104
H 6.31 0.02 1.60 0.083
H 7.72 -0.68 0.88 0.091
C -6.03 1.01 -0.23 -0.685
O -5.92 1.88 0.63 0.007
N -7.23 0.84 -0.91 0.131
N -5.05 0.15 -0.59 0.129
H -7.36 0.13 -1.59 0.082
H -7.98 1.46 -0.67 0.087
H -4.12 0.17 -0.17 0.046
H -5.18 -0.58 -1.28 0.049
C -2.51 1.59 -3.57 -0.663
O -2.19 2.06 -4.67 -0.029
N -1.60 1.32 -2.60 0.178
N -3.80 1.30 -3.25 0.170
H -1.84 0.96 -1.69 0.074
H -0.63 1.53 -2.79 0.098
H -4.51 1.48 -3.92 0.099
H -4.03 0.89 -2.35 0.055
C -3.90 -3.35 -1.37 -0.682
O -4.69 -2.48 -1.72 -0.001
N -3.05 -3.95 -2.25 0.161
N -3.80 -3.75 -0.07 0.165
H -2.37 -4.63 -1.98 0.095
H -3.09 -3.64 -3.21 0.103
H -4.36 -3.26 0.60 0.112
H -3.12 -4.42 0.24 0.094
C -1.48 6.05 -5.18 -0.692
O -0.73 7.00 -5.08 -0.001
N -2.84 6.20 -5.27 0.138
N -1.06 4.76 -5.21 0.161
H -3.48 5.43 -5.33 0.088
H -3.20 7.14 -5.24 0.091
H -0.07 4.60 -5.13 0.101
H -1.67 3.96 -5.28 0.053
C 5.58 -2.10 5.98 -0.691
O 5.88 -2.62 7.05 -0.007
N 5.65 -2.76 4.79 0.164
N 5.15 -0.81 5.89 0.149
H 5.45 -2.31 3.91 0.051
H 5.92 -3.72 4.81 0.099
H 5.06 -0.29 6.75 0.094
H 4.85 -0.39 5.03 0.091
```

=====

# 3
ORCA calculation (ωB97M-V with the def2-TZVPD basis set) on a cluster of 12 separate species, C12H40N4O12 in total at a distorted geometry.

Its HOMO energy is -9.63 eV. The HOMO-LUMO gap comes out at 0.3566 Ha. As for the LUMO energy: 0.003 Eh.

```
68
Properties=species:S:1:pos:R:3:nbo_charge:R:1
H -2.13 3.13 1.41 0.350
N -1.72 2.26 1.08 -0.639
C -2.11 1.32 1.83 0.154
C -1.71 -0.12 1.66 -0.489
C -1.47 -0.57 0.20 -0.123
C -2.75 -0.31 -0.54 0.353
N -3.68 -0.05 -1.18 -0.397
C -1.26 -2.12 0.18 -0.518
C -2.54 -2.82 0.43 0.304
N -3.52 -3.29 0.79 -0.332
C -0.38 0.19 -0.59 -0.417
C 0.85 0.59 0.23 -0.227
N 1.94 -0.41 0.15 -0.538
C 3.29 0.16 0.13 -0.207
C 3.90 0.50 1.51 -0.648
C 1.79 -1.44 1.12 0.770
C 2.06 -2.85 0.60 -0.718
O 1.44 -1.25 2.27 -0.632
H -2.75 1.54 2.69 0.174
H -2.46 -0.78 2.10 0.247
H -0.79 -0.32 2.22 0.259
H -0.59 -2.38 1.00 0.286
H -0.90 -2.43 -0.80 0.270
H -0.03 -0.47 -1.39 0.233
H -0.79 1.05 -1.11 0.256
H 0.64 0.81 1.28 0.197
H 1.24 1.51 -0.19 0.237
H 3.34 1.06 -0.49 0.221
H 3.95 -0.57 -0.35 0.194
H 4.41 1.47 1.43 0.217
H 3.15 0.61 2.29 0.217
H 4.68 -0.21 1.79 0.207
H 2.18 -3.54 1.44 0.223
H 2.90 -2.84 -0.09 0.236
H 1.17 -3.13 0.03 0.258
O 2.08 3.12 1.33 -0.954
H 2.53 3.11 2.19 0.481
H 1.14 3.15 1.56 0.479
O -3.57 -2.34 -3.62 -0.936
H -4.18 -2.15 -4.34 0.467
H -3.49 -1.50 -3.16 0.469
O -0.62 -4.56 1.81 -0.975
H -0.18 -4.71 2.66 0.498
H -1.53 -4.82 1.96 0.480
O -1.98 0.81 -3.76 -0.982
H -2.55 1.55 -4.02 0.504
H -2.29 0.57 -2.88 0.481
O -1.73 3.64 -4.14 -0.966
H -1.03 2.99 -4.18 0.478
H -1.38 4.32 -3.55 0.489
O 1.92 1.58 4.60 -0.948
H 1.70 0.83 4.04 0.478
H 2.58 1.24 5.21 0.472
O -0.31 -1.50 -4.31 -0.953
H -0.74 -0.65 -4.13 0.491
H 0.61 -1.28 -4.50 0.456
O 0.70 4.39 -2.62 -0.966
H 1.02 5.29 -2.51 0.474
H 1.32 3.86 -2.11 0.494
O -5.91 0.25 1.44 -0.949
H -5.46 0.11 0.60 0.479
H -6.06 -0.64 1.78 0.470
O 3.35 3.63 -2.98 -0.953
H 4.29 3.51 -2.88 0.474
H 3.22 3.79 -3.92 0.480
O 1.39 -4.18 3.66 -0.963
H 1.61 -3.37 3.18 0.487
H 2.13 -4.33 4.25 0.481
```